P | Formula: H13O6S
Source: the Open Molecules 2025 dataset
Level of theory: ωB97M-V with the def2-TZVPD basis set

Element x y z (Å)
S (0.007, 0.063, -2.277)
H (0.767, 0.937, -1.594)
H (-2.107, 0.651, -1.774)
H (-3.021, 1.529, -2.507)
O (-2.951, 1.149, -1.630)
H (-1.194, -1.895, -1.571)
H (-0.152, -2.496, -0.688)
O (-1.029, -2.680, -1.017)
H (-2.294, 1.516, 0.270)
H (-1.593, 1.971, 1.573)
O (-1.999, 2.292, 0.776)
H (1.395, 1.344, 2.960)
H (2.659, 1.059, 3.740)
O (1.940, 1.682, 3.673)
H (2.185, -3.717, -0.822)
H (1.731, -2.243, -0.906)
O (2.499, -2.814, -0.763)
H (0.268, 0.510, 0.699)
H (1.796, 0.274, 0.807)
O (1.093, 0.867, 1.050)

Computed properties:
LUMO energy in eV: 3.14
Multiplicity: 1
Total charge: -1
Orbital gap in Ha: 0.27388

***

Q | Formula: H13O6S
Source: the Open Molecules 2025 dataset
Level of theory: ωB97M-V with the def2-TZVPD basis set

Element x y z (Å)
S (1.580, -1.879, 0.067)
H (0.888, -2.504, -0.818)
H (-0.358, 0.895, -1.002)
H (-1.444, 0.150, -1.490)
O (-1.256, 0.818, -0.938)
H (1.315, 1.599, 0.485)
H (1.010, -0.073, -0.153)
O (1.164, 1.088, -0.274)
H (-3.442, -1.293, -0.732)
H (-3.314, -0.097, 0.273)
O (-3.873, -0.679, -0.198)
H (-2.323, 2.697, 2.036)
H (-2.138, 2.571, 0.559)
O (-2.369, 3.192, 1.222)
H (4.609, -1.374, -1.392)
H (5.336, -0.300, -2.148)
O (5.321, -1.235, -2.112)
H (-1.710, -0.265, 2.949)
H (-1.070, 0.191, 1.542)
O (-1.818, 0.301, 2.151)

Computed properties:
LUMO energy in eV: 3.24
Multiplicity: 1
Total charge: -1
Orbital gap in Ha: 0.27670

***

P (23.5 kcal/mol below the next structure)

***

P | Formula: C6H18N2O2
Source: the Open Molecules 2025 dataset
Level of theory: ωB97M-V with the def2-TZVPD basis set

Element x y z (Å)
H (1.871, 3.107, 0.447)
N (1.446, 2.247, 0.386)
C (2.033, 1.121, 0.899)
N (1.157, 0.028, 0.926)
C (1.867, -0.955, 0.021)
C (1.467, -0.597, -1.459)
C (0.353, -1.494, -1.990)
C (-1.091, -1.515, -1.373)
C (-1.601, -2.701, -0.429)
H (3.032, 0.827, 1.304)
H (0.150, 0.331, 0.550)
H (1.539, -1.944, 0.417)
H (3.015, -0.929, 0.133)
H (2.361, -0.715, -2.023)
H (1.298, 0.499, -1.628)
H (0.242, -1.124, -3.075)
H (0.827, -2.518, -2.065)
H (-1.194, -0.566, -0.987)
H (-1.842, -1.416, -2.340)
H (-0.932, -3.542, -0.420)
H (-2.521, -3.189, -0.810)
H (-1.788, -2.389, 0.664)
O (-2.582, 1.948, 2.468)
H (-2.484, 1.189, 1.916)
H (-2.349, 1.637, 3.275)
O (-1.767, 1.513, 0.203)
H (-1.162, 1.458, -0.420)
H (-1.660, 2.518, 0.492)

Computed properties:
LUMO energy in eV: 0.94
SMILES: [H]/N=C/NCCCCC.O.O
Multiplicity: 1
Total charge: 0
Orbital gap in Ha: 0.37065

***

Q | Formula: C6H18N2O2
Source: the Open Molecules 2025 dataset
Level of theory: ωB97M-V with the def2-TZVPD basis set

Element x y z (Å)
H (-0.912, -2.876, 2.327)
N (-1.287, -2.451, 1.497)
C (-1.564, -1.232, 1.400)
N (-2.266, -0.782, 0.286)
C (-1.570, 0.277, -0.468)
C (-0.739, -0.428, -1.607)
C (0.172, 0.494, -2.432)
C (1.663, 0.460, -2.106)
C (2.028, 1.077, -0.748)
H (-1.435, -0.399, 2.096)
H (-2.529, -1.473, -0.392)
H (-0.742, 0.744, 0.061)
H (-2.222, 0.978, -0.983)
H (-1.479, -0.869, -2.282)
H (-0.140, -1.208, -1.132)
H (0.060, 0.189, -3.470)
H (-0.215, 1.517, -2.412)
H (2.020, -0.570, -2.088)
H (2.107, 0.972, -2.938)
H (1.326, 0.751, -0.004)
H (2.043, 2.156, -0.811)
H (3.030, 0.741, -0.492)
O (0.051, 2.280, 2.001)
H (0.963, 2.575, 1.911)
H (-0.435, 3.092, 2.181)
O (0.920, -1.861, 3.802)
H (-0.030, -1.878, 3.823)
H (1.184, -2.278, 2.980)

Computed properties:
LUMO energy in eV: 0.59
SMILES: [H]/N=C/NCCCCC.O.O
Multiplicity: 1
Total charge: 0
Orbital gap in Ha: 0.35349

***

Q (55.3 kcal/mol below the next structure)